1.
Computed, not measured: C37H44BrMnN8O5Se as an isolated structure, with ωB97M-V/def2-TZVPD.

Summary:
Total charge: +2
2S+1: 5
Energy above the lowest of the compared OMol25 structures with the same formula, charge and spin: 0.0 kcal per mole
<S²>: 6.08
Kohn-Sham gap (alpha / beta): 6.3 / 7.4 eV

Each line ends with the Löwdin charge.
Positions of all 97 atoms, in Å:
1 Mn -0.35889 0.23087 0.29887  0.8179
2 O 6.27597 -0.47675 2.00882  -0.0417
3 C 5.51605 -1.62463 1.71263  -0.1956
4 C 4.10578 -1.20981 1.41245  -0.1417
5 C 3.14186 -2.15657 1.08117  0.0298
6 C 1.85462 -1.74746 0.81016  -0.0578
7 N 1.49798 -0.45806 0.86253  0.0341
8 C 2.41792 0.46648 1.18199  -0.1822
9 C 3.72660 0.12604 1.45934  0.0766
10 C 1.90234 1.85073 1.23535  -0.1703
11 C 2.64478 2.90325 1.73098  0.0736
12 C 2.08030 4.17073 1.80397  -0.1399
13 C 2.83936 5.30472 2.44599  -0.1873
14 O 4.23164 5.09949 2.46560  -0.0285
15 C 0.78267 4.32995 1.33810  0.0249
16 C 0.09116 3.23024 0.87520  -0.1431
17 N 0.62598 2.00752 0.82726  0.0190
18 H 7.18176 -0.73138 2.21439  0.1103
19 H 5.49706 -2.32884 2.55207  0.1427
20 H 5.91064 -2.16161 0.84322  0.1419
21 H 3.38395 -3.21056 1.03372  0.1348
22 H 1.06998 -2.44537 0.55416  0.1194
23 H 4.46322 0.87445 1.70744  0.1226
24 H 3.65695 2.76271 2.08189  0.1277
25 H 2.51481 5.34790 3.48895  0.1206
26 H 2.56083 6.25455 1.98347  0.1397
27 H 4.62287 5.43076 1.65045  0.1090
28 H 0.29516 5.29751 1.35164  0.1359
29 H -0.93770 3.31276 0.55728  0.0293
30 Br -2.14525 2.82999 -1.78787  0.8844
31 C -2.87340 1.10242 -1.64711  -0.7018
32 C -4.07444 0.84080 -2.28957  -0.0732
33 C -4.58055 -0.44513 -2.23965  -0.0015
34 C -3.85994 -1.42714 -1.57300  0.0393
35 C -2.68767 -1.06075 -0.95534  -0.1928
36 N -2.19959 0.19109 -0.96408  -0.0029
37 C -1.82478 -2.05729 -0.24286  -0.5626
38 O -1.95016 -3.24405 -0.39680  0.1201
39 O -0.94483 -1.50427 0.56977  -0.1912
40 H -4.58678 1.63408 -2.81371  0.1132
41 H -5.51850 -0.67865 -2.72514  0.1287
42 H -4.18259 -2.45738 -1.51990  0.1364
43 C 1.05110 -2.14820 -5.62299  -0.0017
44 N 0.79685 -1.59540 -4.30268  -0.0769
45 C 1.12905 -0.24964 -3.86623  -0.0051
46 C 0.59455 -0.28195 -2.44559  -0.4449
47 O 0.61923 0.67574 -1.65153  -0.0530
48 N 0.07490 -1.47779 -2.16493  0.1927
49 C 0.20075 -2.22142 -3.28459  -0.3723
50 N -0.25230 -3.46506 -3.32742  0.2502
51 H 1.41442 -1.35429 -6.26894  0.1002
52 H 0.13275 -2.54173 -6.06125  0.0991
53 H 1.80661 -2.93443 -5.58600  0.1016
54 H 0.62261 0.51402 -4.45996  0.1494
55 H 2.20308 -0.05714 -3.88584  0.1490
56 H -0.72679 -3.82087 -2.50965  0.1156
57 H -0.17966 -4.03923 -4.14864  0.1217
58 C -3.89472 5.58201 5.70250  -0.0948
59 C -3.77744 4.07694 5.48412  -0.2456
60 C -3.84885 3.67229 4.01206  -0.1787
61 C -2.60343 4.03074 3.20602  -0.1446
62 N -1.42544 3.27949 3.65353  -0.0024
63 C -1.15241 2.00171 3.32603  -0.6148
64 Se -2.15541 0.97753 2.12876  0.8759
65 N -0.01613 1.63179 3.95014  0.0026
66 C 0.49734 0.26795 4.07845  -0.1434
67 C 0.17249 -0.33054 5.44349  -0.1729
68 C -1.32490 -0.43535 5.71415  -0.2599
69 C -1.61501 -1.06916 7.06944  -0.0960
70 C 0.47110 2.71329 4.67992  -0.1470
71 C 1.62175 2.86181 5.44451  0.0098
72 C 1.83111 4.10211 6.02109  -0.0585
73 C 0.92386 5.15419 5.84149  -0.0611
74 C -0.21737 5.00499 5.07366  0.0114
75 C -0.42557 3.75866 4.49422  -0.1515
76 H -3.80479 5.83524 6.75858  0.0814
77 H -4.86229 5.94769 5.35454  0.0831
78 H -3.12468 6.14450 5.16703  0.0511
79 H -4.58832 3.57766 6.01689  0.1143
80 H -2.85188 3.69844 5.93003  0.0991
81 H -4.70290 4.16106 3.53541  0.1269
82 H -4.01391 2.59676 3.91783  0.0911
83 H -2.35562 5.08825 3.29430  0.1217
84 H -2.75029 3.80098 2.15143  0.0944
85 H 1.57474 0.29805 3.90494  0.1238
86 H 0.03421 -0.32495 3.29078  0.0846
87 H 0.65168 0.25432 6.23368  0.1140
88 H 0.62437 -1.32574 5.47539  0.1285
89 H -1.79579 -1.01802 4.91717  0.1080
90 H -1.77699 0.56225 5.67704  0.1026
91 H -1.20412 -2.07909 7.12570  0.0796
92 H -2.68687 -1.13613 7.25194  0.0771
93 H -1.17449 -0.48372 7.87898  0.0793
94 H 2.31835 2.04722 5.59534  0.1222
95 H 2.70970 4.26166 6.63198  0.1187
96 H 1.11858 6.10535 6.31932  0.1191
97 H -0.91829 5.82011 4.95041  0.1076

***

2.
Computed, not measured: one molecule with the formula C18H26N4O3S at a distorted geometry, with ωB97M-V/def2-TZVPD.

Summary:
SMILES string: COCCCn1c(SCC(=O)N2CCC[C@H](C)C2)nnc1-c1ccco1
Energy above the lowest of the compared OMol25 structures with the same formula, charge and spin: 16.3 kcal per mole
Kohn-Sham gap: 8.5 eV

Each line ends with the Löwdin charge.
Positions of all 52 atoms, in Å:
1 C -0.35361 -0.27020 -2.70462  -0.0880
2 H -0.47482 -0.14298 -3.78796  0.0914
3 O -1.49077 0.18716 -2.01392  -0.1948
4 C -1.71369 1.57124 -2.16097  -0.2188
5 C -2.86852 1.95769 -1.23826  -0.1252
6 H -3.60107 1.15111 -1.28514  0.1054
7 H -3.33356 2.87935 -1.58762  0.1179
8 C -2.40986 2.16928 0.20946  -0.1409
9 N -1.52204 1.13212 0.66126  0.0092
10 C -0.18619 1.28364 0.88230  -0.6013
11 N 0.37814 0.13853 1.16165  0.0342
12 N -0.57480 -0.79936 1.10866  0.1082
13 C -1.71127 -0.22299 0.80556  -0.2251
14 C -2.95594 -0.93206 0.68153  -0.2046
15 C -4.26952 -0.52860 0.71965  -0.0215
16 C -5.04356 -1.69993 0.57768  -0.0545
17 C -4.15147 -2.72343 0.46507  -0.1089
18 O -2.89608 -2.26978 0.53115  0.0729
19 H -4.28742 -3.77914 0.33772  0.1221
20 H -6.11210 -1.76614 0.56227  0.1010
21 H -4.64869 0.46351 0.85195  0.1025
22 S 0.64045 2.80877 0.83335  1.0071
23 C 2.31284 2.12215 0.98090  -0.3490
24 H 2.99616 2.97145 0.96657  0.0932
25 C 2.55044 1.21265 -0.22350  -0.5343
26 O 2.02146 1.47204 -1.29101  -0.0022
27 N 3.38645 0.17313 -0.06497  -0.0442
28 C 3.99855 -0.27677 1.16515  -0.1487
29 H 4.05832 0.53228 1.89110  0.1116
30 C 3.22139 -1.47342 1.71625  -0.1656
31 C 3.21078 -2.59145 0.67712  -0.1686
32 C 2.62550 -2.07632 -0.63922  -0.3605
33 C 2.63828 -3.15208 -1.71861  -0.0654
34 H 2.21886 -2.76861 -2.64586  0.0718
35 H 2.04982 -4.00967 -1.40261  0.0790
36 H 3.65583 -3.48648 -1.91395  0.0790
37 C 3.42246 -0.84848 -1.09515  -0.1101
38 H 2.99738 -0.42728 -2.00680  0.1218
39 H 4.46685 -1.12131 -1.28187  0.1354
40 H 1.59490 -1.76000 -0.45258  0.1246
41 H 2.61353 -3.42807 1.04137  0.1173
42 H 4.23036 -2.95105 0.50769  0.1178
43 H 3.68004 -1.81534 2.64524  0.1114
44 H 2.19444 -1.16395 1.91576  0.0877
45 H 5.02439 -0.58226 0.92380  0.1280
46 H 2.35394 1.60172 1.93305  0.0664
47 H -3.27249 2.22771 0.87984  0.1206
48 H -1.85291 3.10828 0.28389  0.0933
49 H -0.80077 2.13343 -1.91287  0.1202
50 H -1.97484 1.79640 -3.20744  0.1270
51 H -0.25856 -1.32780 -2.46683  0.0889
52 H 0.54282 0.26860 -2.38105  0.0651

***

3.
Computed, not measured: C2H3N2P as an isolated structure, with ωB97M-V/def2-TZVPD.

Summary:
Energy above the lowest of the compared OMol25 structures with the same formula, charge and spin: 116.0 kcal per mole
Kohn-Sham gap: 8.0 eV

Each line ends with the Löwdin charge.
Positions of all 8 atoms, in Å:
1 C -0.67235 -0.36543 -0.75466  -0.6465
2 C -1.55904 -0.23934 -1.66675  0.0625
3 N 0.21630 -1.00382 0.12669  -0.1068
4 N 0.60556 0.11516 0.96718  -0.3190
5 P -0.52264 1.25846 0.28727  0.9048
6 H 1.02205 -1.44986 -0.31057  0.1178
7 H 0.46732 -0.12211 1.94945  0.0617
8 H 0.44280 1.80694 -0.59859  -0.0746

***

4.
Computed, not measured: C4H6ClIrN2O3 as an isolated structure at a distorted geometry, with ωB97M-V/def2-TZVPD.

Summary:
Total charge: +1
2S+1: 2
Energy above the lowest of the compared OMol25 structures with the same formula, charge and spin: 19.7 kcal per mole
<S²>: 0.87
Kohn-Sham gap (alpha / beta): 6.1 / 7.8 eV

Each line ends with the Löwdin charge.
Positions of all 17 atoms, in Å:
1 Ir 0.27934 0.86680 -1.31161  1.0525
2 N 1.96610 0.08215 -0.37264  -0.0729
3 C 1.58991 -1.13347 0.36262  -0.1070
4 C 0.19337 -0.96304 0.86783  -0.4628
5 O -0.20045 -1.28375 1.94597  0.1785
6 N -0.63511 -0.39574 -0.14758  -0.1781
7 C -1.94714 -0.22487 0.10383  -0.0121
8 C -1.98800 1.84267 0.54876  -0.4484
9 O -2.90095 2.04383 1.23107  0.2733
10 O -1.02974 2.17688 -0.12001  -0.0380
11 H 2.68084 -0.12196 -1.06810  0.1115
12 H 2.33292 0.80114 0.24760  0.1314
13 H 2.25275 -1.35829 1.19496  0.1516
14 H 1.59125 -1.97614 -0.33040  0.1528
15 H -2.34112 -0.68133 1.00626  0.1223
16 H -2.61688 -0.18464 -0.74940  0.1200
17 Cl 0.77292 0.50973 -3.40918  0.0254

***

5.
Computed, not measured: a 3-piece molecular cluster, C32H50N3O5P overall at a distorted geometry, with ωB97M-V/def2-TZVPD.

Summary:
2S+1: 3
Energy above the lowest of the compared OMol25 structures with the same formula, charge and spin: 49.8 kcal per mole
<S²>: 2.01
Kohn-Sham gap: 7.3 eV

Each line ends with the Löwdin charge.
Positions of all 91 atoms, in Å:
1 C -3.99567 0.37699 4.25435  0.0597
2 C -4.57669 0.73536 3.23727  -0.1338
3 C -5.15376 1.19355 1.85434  -0.1950
4 C -6.28791 0.24099 1.27791  -0.1944
5 C -5.92266 -0.53736 -0.05596  -0.1352
6 C -5.15059 0.30490 -1.13624  -0.1121
7 C -5.38050 1.65976 -1.36566  0.0620
8 C -4.46957 2.37123 -2.45991  -0.3255
9 O -4.88349 3.22677 -3.22158  0.0790
10 C -2.94646 1.88933 -2.44229  -0.2309
11 P -1.65531 3.21884 -2.67272  0.9188
12 C 0.03256 2.72104 -2.01310  -0.3195
13 C -2.21648 4.60392 -1.48285  -0.2909
14 C -2.74406 0.54260 -2.26002  -0.1626
15 O -1.42459 0.00396 -2.27159  0.0230
16 C -1.22317 -0.81631 -1.17457  -0.2341
17 N -0.92337 -1.40982 -0.22577  0.2094
18 C -4.02794 -0.37645 -2.03906  -0.2301
19 O -4.14028 -1.47359 -2.55089  0.1242
20 H -3.24802 0.33970 5.09240  0.0499
21 H -5.63802 2.21068 2.03446  0.1151
22 H -4.27686 1.37563 1.17241  0.1036
23 H -6.56005 -0.55170 2.05037  0.1224
24 H -7.22040 0.85475 1.11708  0.1065
25 H -6.91596 -0.83601 -0.53739  0.1320
26 H -5.38229 -1.51728 0.12979  0.1262
27 H -6.17553 2.19591 -0.78221  0.1313
28 H 0.72387 2.31463 -2.82101  0.0503
29 H 0.50686 3.63758 -1.54447  0.0405
30 H -0.06246 1.95970 -1.17139  0.0490
31 H -2.38970 4.07497 -0.48150  0.0476
32 H -1.40647 5.36232 -1.29404  0.0426
33 H -3.21469 5.04046 -1.77230  0.0391
34 C -1.04651 -6.12296 -1.67519  -0.0387
35 C -1.08589 -5.49642 -0.25803  -0.4727
36 C 0.30976 -4.96430 0.12430  -0.1374
37 C 1.30071 -6.05439 0.52178  -0.1836
38 C 0.70513 -6.96787 1.58847  -0.1385
39 C -0.65687 -7.55486 1.17758  -0.4900
40 N -1.61182 -6.50567 0.71282  -0.0566
41 O -2.05128 -5.84659 1.79410  -0.0198
42 C -0.44711 -8.61656 0.07461  -0.0437
43 C -1.21965 -8.37186 2.36273  -0.0468
44 C -2.02595 -4.27849 -0.41232  -0.0700
45 H -1.83702 -6.86677 -1.80552  0.0886
46 H -1.20246 -5.37058 -2.45238  0.0810
47 H -0.08810 -6.58909 -1.90818  0.0646
48 H 0.21959 -4.26460 0.96285  0.1224
49 H 0.72788 -4.38880 -0.70769  0.1243
50 H 1.60512 -6.63514 -0.35419  0.1010
51 H 2.21274 -5.59086 0.90908  0.1127
52 H 1.41267 -7.77450 1.80615  0.1229
53 H 0.60778 -6.39454 2.51748  0.1246
54 H -1.40413 -8.99231 -0.29662  0.0913
55 H 0.10926 -9.47349 0.46389  0.0856
56 H 0.13019 -8.26010 -0.77617  0.0562
57 H -1.31492 -7.77872 3.27413  0.0770
58 H -0.55875 -9.20719 2.60442  0.0828
59 H -2.20181 -8.78727 2.12004  0.0887
60 H -3.04182 -4.59207 -0.67026  0.0917
61 H -1.67175 -3.61728 -1.20457  0.0546
62 H -2.07236 -3.66838 0.49081  0.0619
63 C 4.36205 7.08366 -0.09633  -0.0402
64 C 4.17386 5.93096 0.92265  -0.4809
65 C 5.52023 5.59426 1.59506  -0.1363
66 C 6.47190 4.79448 0.71010  -0.1820
67 C 5.77584 3.56473 0.13589  -0.1365
68 C 4.46653 3.90846 -0.59570  -0.4867
69 N 3.55761 4.75672 0.23130  -0.0579
70 O 3.00560 3.97122 1.16717  -0.0216
71 C 4.79415 4.61566 -1.93004  -0.0395
72 C 3.79036 2.59259 -1.04105  -0.0389
73 C 3.24624 6.53356 2.00393  -0.0488
74 H 3.59371 7.05951 -0.87362  0.0886
75 H 4.28194 8.06229 0.38342  0.0806
76 H 5.34191 7.07272 -0.57513  0.0659
77 H 5.34075 5.01721 2.50951  0.1239
78 H 6.01791 6.51678 1.91070  0.1258
79 H 6.86759 5.42198 -0.09398  0.1022
80 H 7.33672 4.47907 1.30078  0.1142
81 H 6.46192 3.04791 -0.54263  0.1248
82 H 5.58077 2.86496 0.95656  0.1257
83 H 3.88225 4.94662 -2.43414  0.0909
84 H 5.31271 3.93532 -2.61074  0.0877
85 H 5.45332 5.47484 -1.82334  0.0573
86 H 3.59845 1.91429 -0.20749  0.0825
87 H 4.42582 2.04648 -1.74158  0.0876
88 H 2.84091 2.79236 -1.54494  0.0587
89 H 2.26462 6.78096 1.59080  0.0897
90 H 3.67761 7.45176 2.41075  0.0843
91 H 3.10379 5.86329 2.85406  0.0768

***

6.
Computed, not measured: C7H14N2OPTi as an isolated structure at a distorted geometry, with ωB97M-V/def2-TZVPD.

Summary:
Total charge: -1
2S+1: 3
<S²>: 2.03
Kohn-Sham gap (alpha / beta): 2.9 / 3.9 eV

Each line ends with the Löwdin charge.
Positions of all 26 atoms, in Å:
1 C 0.36956 0.66201 -1.78729  -0.3481
2 C 0.09871 -0.07523 -2.92933  -0.3532
3 C -0.23284 -1.43860 -3.03543  -0.2549
4 C -0.34496 -2.28905 -1.92230  -0.3559
5 C -0.12870 -2.00429 -0.59299  -0.2929
6 Ti -0.54810 -0.18027 -0.19697  0.5134
7 P 0.11893 2.37726 0.59114  0.6441
8 H 0.74260 1.68044 -1.96844  -0.0565
9 H 0.17559 0.42466 -3.91592  0.0590
10 H -0.38109 -1.87724 -4.02793  0.0560
11 H -0.09958 -2.86251 0.08846  -0.0157
12 H -0.57000 -3.32903 -2.19285  0.0557
13 H -0.92397 2.95240 1.36272  -0.1699
14 H 0.20926 3.47886 -0.29871  -0.1385
15 H 1.18029 2.80611 1.44188  -0.1672
16 C -1.55690 -0.95019 4.29063  -0.0627
17 N -0.21781 -0.43240 4.01465  0.0026
18 C 0.35355 -0.22931 2.82911  -0.5892
19 N 1.62320 0.27667 2.83511  0.1479
20 O -0.22610 -0.48685 1.72162  -0.2077
21 H -2.08552 -1.24056 3.38592  0.0865
22 H -2.12215 -0.18698 4.82472  0.0732
23 H -1.46201 -1.81184 4.95229  0.0726
24 H 0.34018 -0.13151 4.80650  0.1280
25 H 2.09354 0.49779 1.96069  0.0929
26 H 1.99843 0.63406 3.69602  0.0806